Formula: C36H98O13
Source: the Open Molecules 2025 dataset
Level of theory: ωB97M-V/def2-TZVPD

```
147
Properties=species:S:1:pos:R:3:forces:R:3:mulliken_charge:R:1
O -14.882421 6.283244 -8.192463 0.137 0.270 -0.066 -0.62
H -14.215775 5.647168 -8.471925 -0.052 0.053 0.043 0.27
H -14.587550 7.153860 -8.561494 -0.166 -0.458 -0.015 0.45
C -14.999986 15.023565 -4.445356 -0.256 0.937 -0.595 -1.89
C -15.396251 13.700857 -5.067554 0.664 0.380 -0.117 1.40
C -15.180855 12.544303 -4.101551 -0.846 0.459 -0.124 1.63
O -16.737421 13.782719 -5.569291 0.279 -0.325 0.180 -0.68
H -14.001745 15.003409 -4.003501 -0.541 0.030 -1.825 0.41
H -15.651583 15.281312 -3.599338 -0.032 -0.297 -0.319 0.46
H -15.066701 15.877269 -5.120203 -0.045 -0.242 -0.490 0.45
H -14.727936 13.525735 -5.918404 -0.391 -0.004 -0.260 -0.51
H -14.124051 12.520183 -3.834991 -0.584 -0.506 -0.675 -1.22
H -15.547567 11.611509 -4.523821 0.217 -0.136 -0.025 -0.10
H -15.720268 12.775805 -3.176345 0.126 -0.457 -0.370 -0.50
H -17.238771 14.221311 -4.870818 -0.191 -0.058 -0.162 0.44
C -9.004175 11.268501 -6.835635 -0.347 -0.186 0.335 -1.45
C -9.232678 9.860028 -6.258854 -0.053 0.385 -1.282 2.77
C -10.071756 8.999864 -7.200768 -0.339 -0.488 0.664 -1.50
O -7.964640 9.278197 -5.993608 0.016 -0.454 0.763 -0.65
H -8.096486 11.697252 -6.414128 -0.014 0.011 0.079 0.45
H -9.835123 11.932231 -6.586353 -0.013 -0.035 -0.231 -0.03
H -8.893518 11.221262 -7.920428 -0.015 0.047 -0.021 0.41
H -9.786172 9.899416 -5.318688 0.395 0.096 0.263 -1.19
H -9.642683 8.916505 -8.199059 -0.034 0.156 -0.050 0.57
H -11.108841 9.345358 -7.233545 0.184 0.422 -0.370 0.03
H -10.194831 7.993715 -6.786717 0.369 -0.055 -0.022 0.40
H -7.466998 9.053623 -6.783829 -0.238 0.124 -0.222 0.34
C -13.525136 9.663027 -6.021489 -0.420 0.072 0.742 -0.69
C -12.877818 9.296939 -4.656241 -0.795 -0.150 -1.774 1.80
C -12.582663 10.511143 -3.807634 0.085 -0.147 0.630 -1.76
O -13.795721 8.419718 -3.991203 0.535 0.548 0.529 -0.09
H -13.172056 10.605772 -6.436904 0.069 -0.069 -0.023 -0.42
H -14.596468 9.750718 -5.806148 0.015 0.401 -0.202 -0.20
H -13.460124 8.882135 -6.782235 0.329 -0.080 0.106 0.64
H -11.971930 8.731953 -4.906798 0.230 0.126 0.477 0.09
H -13.466434 11.049063 -3.449314 0.087 -0.794 -0.183 0.45
H -12.013501 11.264388 -4.354318 0.338 -0.191 -0.024 0.56
H -12.046989 10.188149 -2.911536 0.293 0.236 -0.039 0.31
H -14.353894 8.032097 -4.673010 -0.241 -0.627 0.066 -0.36
C -9.124743 7.619774 -2.776164 -0.877 0.071 0.389 -1.02
C -8.876220 9.097297 -2.499634 1.812 -0.539 0.105 2.08
C -8.634366 9.364972 -1.027345 -0.386 -0.429 0.260 -1.46
O -7.633853 9.429907 -3.147478 -0.182 0.686 0.076 -0.71
H -8.405202 6.927738 -2.337108 0.442 0.482 0.081 0.37
H -9.111030 7.447429 -3.852975 -0.377 -0.116 -0.002 0.23
H -10.068755 7.348261 -2.292021 -0.169 -0.148 -0.558 0.07
H -9.693038 9.734794 -2.854475 -0.088 -0.101 -0.167 -0.72
H -9.525614 9.084783 -0.460463 -0.032 0.273 0.068 0.16
H -8.373270 10.401293 -0.819464 -0.120 0.055 -0.100 0.28
H -7.827454 8.729816 -0.656855 0.119 0.039 -0.174 0.42
H -7.739095 9.471962 -4.108341 -0.005 -0.257 0.033 0.27
C -12.422866 12.786578 -8.058050 -0.958 0.983 -0.889 -0.64
C -13.558492 12.569054 -9.087297 1.253 -1.227 -0.283 0.50
C -12.998874 12.659936 -10.509650 -0.712 0.190 -0.388 -1.66
O -14.043467 11.223322 -8.914338 -0.815 0.414 0.587 -0.06
H -12.846330 13.032374 -7.084294 0.232 -0.220 0.182 -0.08
H -11.856293 13.651546 -8.415637 0.231 -0.064 0.333 0.65
H -11.792309 11.902539 -8.042543 0.032 -0.032 0.101 -0.14
H -14.409834 13.240923 -8.956911 0.197 0.198 0.004 0.53
H -12.032018 12.179974 -10.665994 0.153 0.147 0.437 0.31
H -12.959335 13.702957 -10.830132 0.304 -0.011 0.063 0.43
H -13.662837 12.161465 -11.221147 -0.218 0.045 0.190 0.36
H -14.774840 11.320258 -8.263580 0.078 -0.537 -0.358 -0.33
C -13.947061 14.384161 -2.135639 1.774 0.402 1.787 0.67
C -15.048933 14.069767 -1.136346 0.030 -0.957 0.377 0.57
C -14.931140 14.784590 0.190389 -0.501 1.504 0.463 -1.65
O -16.348059 14.302810 -1.682962 -0.382 0.615 0.007 -0.63
H -13.797024 13.614609 -2.894476 -0.033 0.757 0.898 -1.65
H -12.985724 14.456923 -1.613194 -0.066 -0.324 0.386 0.41
H -14.002371 15.359212 -2.624432 -0.246 -0.294 1.442 0.92
H -15.012004 12.999782 -0.892166 0.248 -0.035 -0.151 0.23
H -14.860277 15.873427 0.068907 0.413 -0.073 -0.336 0.40
H -14.112328 14.475084 0.837485 0.157 -0.204 -0.324 0.14
H -15.847948 14.743926 0.783649 -0.070 -0.686 -0.154 0.39
H -16.762409 13.465520 -1.893688 -0.095 -0.028 0.189 0.45
C -12.473761 7.246974 -0.950557 1.042 -0.009 0.157 -0.95
C -13.813729 7.886046 -0.663394 -0.356 -1.704 0.587 1.25
C -14.243549 7.725131 0.785489 -0.178 0.249 0.435 -1.79
O -13.818508 9.249802 -1.027203 -0.317 0.264 -0.110 -0.81
H -12.267931 7.154037 -2.017986 -0.164 0.122 -0.023 0.15
H -12.307272 6.264320 -0.502313 -0.591 -0.126 -0.073 0.46
H -11.662851 7.831612 -0.499194 -0.157 0.307 -0.133 0.02
H -14.596751 7.329114 -1.197830 0.188 0.310 -0.477 -0.02
H -15.295407 8.009138 0.869025 0.140 0.361 0.185 0.41
H -13.622520 8.287252 1.487334 -0.091 0.233 -0.121 0.34
H -14.219581 6.693145 1.140893 0.223 -0.128 -0.420 0.44
H -13.801812 9.272379 -1.992707 -0.079 -0.040 -0.157 -0.13
C -13.107586 11.833772 1.937082 -0.496 -0.226 -0.192 -1.55
C -12.337048 11.955686 0.628869 1.201 -0.074 0.844 2.25
C -11.076909 12.802930 0.790642 -0.271 0.715 0.493 -1.39
O -11.845498 10.663657 0.280515 -0.821 0.093 -0.620 -0.42
H -12.455214 11.384358 2.685201 -0.043 0.103 0.096 0.38
H -13.955310 11.160842 1.774286 0.061 -0.090 0.057 0.31
H -13.547585 12.762757 2.305238 0.301 0.146 -0.001 0.36
H -12.997366 12.402383 -0.121974 0.160 -0.275 -0.328 -0.87
H -11.348492 13.863663 0.766735 0.187 0.036 -0.197 0.33
H -10.305326 12.576882 0.058344 -0.262 0.050 -0.295 0.18
H -10.603921 12.658452 1.765848 -0.168 -0.264 0.044 0.44
H -12.586057 10.211099 -0.171432 0.318 -0.243 0.117 0.19
C -17.210954 4.698270 -5.580508 -0.094 0.234 0.034 -1.46
C -16.790650 6.098589 -5.140902 -0.319 -0.607 1.068 1.20
C -16.891029 6.333047 -3.627184 -0.400 0.468 -0.489 -1.29
O -15.419811 6.285307 -5.443934 -0.135 0.452 -0.708 -0.37
H -18.258491 4.480159 -5.360695 0.016 0.111 0.109 0.39
H -16.584758 3.959576 -5.079344 0.023 -0.071 -0.139 0.33
H -17.096518 4.640068 -6.665366 0.121 -0.231 0.031 0.37
H -17.465159 6.805429 -5.649679 0.399 0.230 -0.044 -0.23
H -17.931297 6.361070 -3.293522 0.031 -0.252 -0.010 0.46
H -16.488504 7.327497 -3.421657 0.133 -0.042 0.100 0.18
H -16.325106 5.601305 -3.053328 0.004 -0.098 -0.085 0.34
H -15.331279 6.180047 -6.413695 0.356 0.151 0.144 0.23
C -13.919596 8.763755 -12.015809 0.497 -0.470 -0.208 -1.54
C -13.270790 8.175754 -10.761180 -0.255 0.494 0.506 0.57
C -11.869606 8.711294 -10.512753 -0.118 -0.464 0.035 -0.91
O -14.087185 8.456273 -9.612902 0.105 0.384 0.114 -0.30
H -14.997897 8.795143 -11.882704 -0.044 -0.125 -0.178 0.35
H -13.639628 8.131021 -12.862517 -0.311 0.016 -0.085 0.44
H -13.558986 9.759750 -12.279193 -0.003 0.108 0.363 0.28
H -13.259354 7.083684 -10.792399 0.005 0.032 -0.277 0.46
H -11.942934 9.783385 -10.325421 0.219 0.053 -0.191 -0.04
H -11.220999 8.474834 -11.357621 0.042 0.299 -0.057 0.50
H -11.436814 8.242221 -9.628622 -0.056 -0.001 0.024 0.15
H -14.037694 9.415216 -9.419331 -0.021 -0.168 -0.031 0.10
C -17.019983 9.260662 -8.159625 0.353 0.231 0.239 -0.97
C -17.535289 10.445710 -7.382233 0.040 0.452 0.192 0.61
C -17.791243 10.110349 -5.923067 0.087 -0.926 0.215 -1.01
O -16.516121 11.454036 -7.418173 0.573 0.042 -0.420 -0.67
H -16.101837 8.918102 -7.677270 -0.101 -0.336 0.013 -0.22
H -16.746538 9.559276 -9.169114 -0.146 -0.043 -0.137 0.31
H -17.781039 8.482488 -8.181319 0.156 -0.156 -0.067 0.50
H -18.410004 10.820565 -7.928002 -0.163 0.129 0.427 0.31
H -18.064312 10.953701 -5.290120 -0.118 0.138 -0.206 0.38
H -16.872913 9.670905 -5.515577 0.127 0.254 -0.020 -0.13
H -18.509313 9.297426 -5.778128 -0.305 0.273 -0.222 0.42
H -16.662183 12.145710 -6.759825 -0.416 0.066 0.066 0.20
C -7.968792 13.022948 -3.552248 -0.469 -0.475 -0.663 -1.34
C -9.292638 13.670668 -3.976249 0.957 0.407 0.916 1.15
C -10.380668 13.521269 -2.899786 0.050 -0.736 -0.259 0.25
O -9.040194 15.047496 -4.269817 -0.390 0.064 -0.435 -0.59
H -7.291961 13.020342 -4.408775 0.071 0.097 0.033 0.43
H -8.171819 11.973899 -3.319081 0.345 0.065 0.329 0.15
H -7.460710 13.539169 -2.736510 -0.230 -0.084 0.228 0.47
H -9.554349 13.189683 -4.920407 -0.402 0.231 0.117 -0.66
H -10.380708 14.318036 -2.156905 0.174 0.173 -0.168 0.53
H -10.218712 12.587790 -2.353058 -0.055 -0.026 -0.004 -0.22
H -11.380070 13.439390 -3.327763 -0.034 0.261 -0.072 -0.67
H -8.456201 15.385598 -3.584771 -0.025 0.015 0.031 0.39
```
Positions in Å, forces in eV/Å.

Max |F|: 2.55 eV/Å
E: -65537.8818 eV
Lowest unoccupied orbital energy: 0.452 eV

=====

Formula: C2H10O2S
Source: the Open Molecules 2025 dataset
Level of theory: ωB97M-V/def2-TZVPD

```
15
Properties=species:S:1:pos:R:3:forces:R:3:mulliken_charge:R:1
C 0.201736 -1.039280 1.135007 -2.691 1.860 0.226 -0.51
S 1.450808 0.079852 0.381127 0.379 0.001 -0.128 -0.12
C 1.512922 1.724592 1.150635 -0.323 1.512 0.053 -0.85
H 0.558826 -1.995153 1.526042 0.502 0.625 0.572 0.29
H -0.417554 -1.366295 0.265102 0.764 0.670 1.057 0.11
H -0.582309 -0.447290 1.864026 2.219 -1.618 -1.611 0.26
H 1.357974 1.719485 2.213209 -0.726 -0.396 0.589 0.31
H 2.544229 2.106146 1.174669 -0.061 -0.411 -0.763 0.30
H 0.871776 2.573277 0.707083 0.713 -1.657 0.416 0.26
H -1.706976 -3.182157 -0.807773 -0.296 0.585 -0.004 0.31
H -2.306941 -1.708169 -0.850557 0.325 -0.797 0.198 0.32
O -1.810367 -2.353931 -0.309802 -0.822 -0.313 -0.680 -0.67
H -1.133359 0.838619 -3.273651 1.170 0.021 0.743 0.30
H 0.144682 1.456521 -2.317402 -1.712 -0.838 -1.175 0.34
O -0.685448 1.593782 -2.857715 0.560 0.756 0.506 -0.65
```
Positions in Å, forces in eV/Å.

Structure (SMILES): CSC.O.O
Max |F|: 3.28 eV/Å
E: -17164.9453 eV
Lowest unoccupied orbital energy: 0.392 eV

=====

Formula: C15H25AsFeN4S4
Source: the Open Molecules 2025 dataset
Level of theory: ωB97M-V/def2-TZVPD

```
50
Properties=species:S:1:pos:R:3:forces:R:3:mulliken_charge:R:1
Fe -0.694206 -0.156053 -0.011035 -0.026 0.012 0.014 -0.40
C -0.811861 -2.849625 3.222518 -0.029 -0.017 0.012 -1.93
C -0.437848 -1.847946 2.180403 0.245 0.187 -0.105 0.85
N -1.098838 -1.652832 1.092208 -0.207 -0.344 0.259 0.92
N -2.205215 -2.399885 0.814955 0.086 0.162 -0.092 -0.80
C -2.978946 -2.040958 -0.255248 0.000 -0.143 0.165 0.57
N -4.059730 -2.850203 -0.449336 -0.013 0.055 -0.023 -0.49
S -2.597556 -0.760950 -1.219929 0.000 0.001 -0.091 -0.42
C 0.711926 -0.926335 2.297512 -0.212 -0.175 -0.064 0.85
C 1.630880 -0.963136 3.334532 0.090 0.069 0.012 -0.90
C 2.654573 -0.027626 3.353480 -0.064 -0.054 -0.011 -0.52
C 2.719519 0.911823 2.339678 -0.004 0.004 -0.026 -0.86
C 1.765616 0.880371 1.332889 -0.001 0.056 0.031 -0.44
N 0.790698 -0.020089 1.303218 0.121 0.000 0.186 0.51
H -1.885761 -2.808759 3.420544 -0.001 -0.009 0.000 0.43
H -0.547131 -3.867115 2.922062 -0.016 -0.001 -0.013 0.36
H -0.315203 -2.642133 4.165653 0.017 0.004 -0.009 0.38
H -2.440414 -3.180860 1.406215 -0.013 -0.021 -0.010 0.31
H -4.471631 -3.314735 0.344254 0.012 0.012 0.014 0.20
H -4.720442 -2.503713 -1.125128 0.002 -0.009 -0.012 0.27
H 1.549966 -1.702635 4.117484 0.007 -0.006 0.001 0.30
H 3.380375 -0.028633 4.155790 0.003 -0.005 0.000 0.43
H 3.487312 1.672875 2.326871 -0.002 0.002 -0.002 0.45
H 1.733023 1.609430 0.530418 -0.010 0.003 -0.012 0.64
C -3.379514 3.423002 1.154493 0.002 -0.010 0.014 -1.49
C -2.301565 2.526470 0.596447 0.054 -0.063 0.056 0.73
S -2.024831 1.013787 1.466639 -0.015 0.052 -0.169 -0.50
C -1.596896 2.847941 -0.495420 0.076 -0.054 0.021 0.14
C -1.829127 4.126572 -1.257444 0.018 0.002 -0.006 -1.57
S -0.352888 1.773726 -1.157935 0.011 0.241 -0.212 -0.26
H -3.733950 3.045768 2.112834 0.012 -0.006 0.002 0.38
H -4.241073 3.478776 0.482160 -0.001 -0.003 -0.005 0.27
H -3.019259 4.443580 1.307557 0.000 0.006 -0.004 0.33
H -2.022413 4.970076 -0.591176 -0.012 0.001 0.004 0.36
H -2.687168 4.038604 -1.931901 0.002 -0.009 -0.007 0.26
H -0.960186 4.368910 -1.869383 0.007 0.001 0.011 0.36
C 3.818001 -0.610513 -1.643779 0.028 0.015 0.007 -1.02
As 2.155734 -0.775307 -2.607040 0.076 -0.026 0.138 0.78
C 1.922077 0.933432 -3.445267 -0.071 0.019 -0.007 -1.12
C 2.562816 -1.949039 -4.078016 -0.018 -0.049 0.014 -1.09
S 0.657457 -1.656776 -1.422526 -0.121 0.078 -0.059 -0.54
H 4.620468 -0.330684 -2.325914 0.010 0.013 0.017 0.43
H 4.035133 -1.567059 -1.173031 0.011 0.003 -0.004 0.34
H 3.701419 0.149933 -0.873273 -0.016 -0.008 -0.002 0.27
H 2.778905 1.067022 -4.107458 -0.047 0.043 -0.032 0.44
H 1.869860 1.718406 -2.695641 -0.002 -0.011 0.053 0.34
H 0.986083 0.939243 -3.997231 0.001 -0.006 -0.041 0.38
H 3.451852 -1.598565 -4.600949 -0.003 -0.001 -0.004 0.37
H 1.709596 -1.953366 -4.753511 0.005 -0.014 -0.003 0.35
H 2.720360 -2.954220 -3.693244 0.008 0.001 -0.005 0.35
```
Positions in Å, forces in eV/Å.

Max |F|: 0.48 eV/Å
E: -160488.4952 eV
Lowest unoccupied orbital energy: -0.125 eV

=====

Formula: C5H8O
Source: the Open Molecules 2025 dataset
Level of theory: ωB97M-V/def2-TZVPD

```
14
Properties=species:S:1:pos:R:3:forces:R:3:mulliken_charge:R:1
C 1.678695 0.140136 -1.797718 -0.428 0.558 0.883 -1.08
C -1.606765 -1.068440 1.258127 -0.472 1.406 -0.547 -0.80
C -0.859227 0.027332 1.121396 0.283 0.337 0.008 0.29
O -1.396108 1.291619 1.372352 0.096 0.000 -0.144 -0.49
C 0.501299 0.211381 0.532963 -1.155 -1.360 -0.376 -0.21
C 0.573039 -0.046084 -0.767030 0.960 -0.117 -1.099 -0.11
H 2.170030 -0.765673 -2.141936 -0.049 -0.246 0.215 0.28
H 1.101815 0.525858 -2.635728 0.567 0.314 -0.382 0.30
H 2.426263 0.861668 -1.456064 -0.019 -0.118 -0.235 0.29
H -2.601979 -0.817424 1.621680 -0.009 -0.570 -0.041 0.29
H -1.445008 -1.980448 0.708632 0.469 -0.310 0.562 0.33
H -1.524245 1.496264 2.291014 -0.114 -0.129 0.709 0.32
H 1.289357 0.467399 1.229646 0.218 0.323 -0.371 0.32
H -0.307166 -0.343588 -1.337332 -0.348 -0.087 0.819 0.28
```
Positions in Å, forces in eV/Å.

Structure (SMILES): C=C(O)/C=C/C
Max |F|: 1.82 eV/Å
E: -7360.1419 eV
Lowest unoccupied orbital energy: 0.965 eV

=====

Number 1: orbital gap 9.987 eV. Number 2: orbital gap 8.689 eV. Number 3: orbital gap 5.005 eV. Number 4: orbital gap 10.040 eV.